Here is a single C5H10N2O2 molecule from OMol25. Energies are from the ωB97M-V functional and the def2-TZVPD basis.

Summary:
relative energy (zero: lowest compared OMol25 entry of this formula, charge and spin): 421.6 kJ/mol
multiplicity: 1
net charge: 0
electronic energy: -12419.1028 eV
structure (SMILES): C[N@@H+](C=O)[C@]1([O-])C[C@@H]1N

CARTESIAN COORDINATES (ANGSTROEM)
O1 -1.830 -1.654 0.113
O2 2.027 -0.766 -0.962
N1 1.271 0.635 1.444
N2 -0.382 -0.412 -1.215
C1 -0.062 0.932 -1.744
C2 -1.173 0.500 1.088
C3 0.128 -0.235 1.383
C4 -1.202 -0.593 0.101
C5 0.939 -1.171 -0.651
H1 2.150 0.142 1.337
H2 -0.993 1.460 -1.945
H3 0.536 1.447 -0.996
H4 0.038 -1.039 2.112
H5 0.513 0.818 -2.661
H6 1.297 1.176 2.304
H7 -1.040 1.510 0.713
H8 -1.977 0.411 1.815
H9 -0.882 -0.985 -1.896
H10 0.642 -2.175 -0.340

Force components x, y, z for each atom (eV/Å):
O 0.660 0.710 -0.011
O -0.697 0.010 0.370
N -0.001 0.028 -0.014
N 0.550 -0.468 0.766
C -0.087 -0.308 0.200
C -0.081 -0.589 -0.110
C 0.697 0.147 -0.156
C -0.328 -0.304 -0.775
C -0.613 0.556 -0.299
H -0.064 0.029 -0.064
H 0.025 0.029 0.030
H 0.016 0.042 -0.044
H -0.131 0.070 0.027
H 0.012 0.015 0.094
H 0.017 -0.079 -0.070
H 0.105 -0.078 0.027
H 0.013 0.057 -0.061
H 0.103 0.014 0.069
H -0.194 0.118 0.019



Here is 8 unconnected molecules or ions with the total composition C41H60F21O17 from OMol25. Energies are from the ωB97M-V functional and the def2-TZVPD basis.

Summary:
multiplicity: 1
net charge: -1
electronic energy: -135365.4003 eV

CARTESIAN COORDINATES (ANGSTROEM)
F1 -11.997 -9.490 -0.080
F2 8.572 -0.023 7.052
F3 -5.489 2.373 -3.422
F4 9.507 3.691 2.005
F5 9.840 1.148 5.752
F6 -5.399 -5.613 -3.995
F7 -7.288 -5.890 -2.972
F8 -10.718 -9.800 1.638
F9 9.751 -1.006 5.527
F10 10.675 2.710 0.482
F11 18.179 2.421 0.688
F12 -6.975 1.126 -4.384
F13 -7.171 -6.099 -5.123
F14 -6.609 -1.916 2.640
F15 16.715 1.287 1.802
F16 -6.618 -3.039 0.796
F17 -5.598 2.281 -5.581
F18 10.755 4.871 0.698
F19 -12.036 -8.081 1.558
F20 -7.179 -4.003 2.647
F21 18.091 2.600 2.843
O1 -4.532 -3.265 3.593
O2 -2.741 3.191 0.152
O3 -5.331 -8.011 -2.843
O4 8.321 0.640 3.632
O5 6.721 -0.048 5.055
O6 7.637 3.651 -0.003
O7 3.840 2.546 -1.035
O8 -4.166 -4.001 1.499
O9 -7.216 4.443 -5.158
O10 2.935 1.452 0.700
O11 16.500 4.557 0.853
O12 9.234 4.342 -1.420
O13 -9.771 -8.212 -0.990
O14 -9.582 -7.216 1.017
O15 -8.212 3.306 -3.492
O16 -6.770 -8.708 -4.425
O17 15.363 3.477 2.466
C1 -6.232 -7.839 -3.806
C2 -2.202 -2.558 3.554
C3 -3.797 3.376 -0.721
C4 0.684 3.255 0.589
C5 -6.327 2.303 -4.461
C6 -5.041 2.636 -0.248
C7 -6.524 -6.343 -3.981
C8 -4.990 -9.372 -2.534
C9 8.250 4.460 -2.470
C10 7.352 0.778 2.571
C11 2.089 3.659 0.084
C12 6.612 2.092 2.683
C13 4.461 -0.239 -0.274
C14 9.016 0.088 5.798
C15 -8.484 -6.415 0.534
C16 -6.330 -3.106 2.097
C17 7.489 5.764 -2.360
C18 -7.299 3.489 -4.443
C19 17.347 2.469 1.730
C20 -1.642 4.144 -0.093
C21 -4.869 -3.510 2.332
C22 7.857 0.223 4.802
C23 -6.200 0.476 0.286
C24 -4.170 0.390 -1.141
C25 -3.967 -9.913 -3.511
C26 13.355 4.347 1.382
C27 -5.474 3.309 1.089
C28 8.774 3.925 -0.247
C29 -3.191 -3.628 3.969
C30 -11.235 -8.865 0.820
C31 -0.398 3.327 -0.528
C32 3.040 2.494 -0.157
C33 -8.979 -5.211 -0.235
C34 -10.116 -8.059 0.144
C35 -4.815 1.145 0.047
C36 -9.167 4.365 -3.322
C37 14.371 4.523 2.491
C38 3.010 0.190 0.056
C39 -10.285 4.258 -4.338
C40 9.936 3.801 0.749
C41 16.357 3.635 1.602
H1 -3.363 0.954 -1.599
H2 -10.749 3.272 -4.291
H3 6.026 2.135 3.602
H4 2.396 0.114 -0.841
H5 7.578 3.602 -2.458
H6 12.585 5.092 1.467
H7 -4.374 -9.956 -4.521
H8 6.909 5.803 -1.438
H9 6.665 -0.068 2.569
H10 -4.059 4.439 -0.857
H11 -6.493 0.522 1.333
H12 -4.638 3.231 1.778
H13 -3.656 -10.916 -3.220
H14 -8.672 5.334 -3.370
H15 -11.045 5.016 -4.150
H16 5.170 0.342 0.315
H17 5.939 2.227 1.837
H18 4.630 -1.301 -0.108
H19 13.881 4.448 3.460
H20 8.805 4.428 -3.405
H21 -6.936 0.953 -0.364
H22 14.851 5.501 2.444
H23 -9.512 -5.512 -1.137
H24 6.807 5.878 -3.201
H25 -1.902 4.788 -0.951
H26 -3.825 -0.570 -0.750
H27 2.048 4.189 -0.862
H28 -4.215 0.980 0.940
H29 -2.164 -2.458 2.469
H30 8.180 6.608 -2.346
H31 -7.806 -7.023 -0.065
H32 0.701 2.285 1.087
H33 12.907 3.356 1.432
H34 -6.165 -0.569 -0.029
H35 -2.496 -1.589 3.957
H36 -4.574 -9.357 -1.528
H37 -9.674 -4.628 0.371
H38 -3.091 -9.265 -3.542
H39 -7.936 -6.092 1.416
H40 -2.930 -4.601 3.553
H41 2.579 4.348 0.779
H42 13.827 4.442 0.403
H43 -5.896 2.742 -0.920
H44 2.625 -0.561 0.746
H45 0.057 3.792 -1.411
H46 7.912 0.747 1.638
H47 -8.145 -4.575 -0.524
H48 -1.203 -2.802 3.914
H49 4.625 0.057 -1.308
H50 -0.759 2.311 -0.750
H51 -3.200 -3.728 5.053
H52 -5.886 -9.992 -2.506
H53 -6.373 2.845 1.497
H54 -9.907 4.390 -5.352
H55 7.313 2.923 2.709
H56 -3.507 3.020 -1.730
H57 -4.959 0.177 -1.868
H58 0.394 3.976 1.353
H59 -5.706 4.350 0.856
H60 -9.565 4.252 -2.316

Force components x, y, z for each atom (eV/Å):
F 0.246 0.142 0.031
F -0.080 -0.004 -0.266
F -0.223 0.151 -0.187
F -0.127 0.034 -0.235
F -0.185 -0.136 -0.075
F -0.091 -0.287 0.060
F 0.092 -0.252 -0.045
F 0.076 0.184 -0.152
F -0.191 0.124 -0.087
F -0.195 0.106 -0.174
F -0.200 0.170 0.129
F -0.074 0.290 -0.011
F 0.052 -0.303 0.186
F 0.186 -0.232 -0.014
F 0.005 0.254 -0.010
F 0.279 -0.146 0.191
F -0.239 0.233 0.121
F -0.827 -0.199 -0.341
F 0.200 -0.045 -0.140
F 0.332 -0.056 0.015
F -0.191 0.121 -0.124
O -0.381 -0.064 -0.087
O -0.317 0.301 0.135
O -0.186 0.297 -0.002
O 0.281 -0.196 0.212
O 0.150 -0.088 0.338
O 0.248 -0.101 0.460
O 1.238 -0.707 -1.320
O -0.310 -0.005 -0.183
O 0.196 -0.179 -0.130
O -0.600 -0.220 -0.279
O 0.287 -0.189 -0.083
O 0.286 -0.134 0.217
O -0.259 -0.258 0.013
O -0.198 -0.317 0.105
O 0.276 -0.175 -0.005
O -0.101 0.257 -0.156
O 0.316 -0.155 0.075
C 0.206 -0.618 0.310
C -0.166 0.156 -0.228
C -0.139 -0.382 -0.995
C 0.129 0.574 -0.304
C 0.634 -0.782 -0.025
C 0.186 0.099 2.007
C -0.075 0.971 -0.249
C 0.265 -0.549 0.148
C -0.413 0.161 -0.543
C -0.477 0.294 -0.526
C -0.028 -0.961 0.707
C -0.064 0.081 0.406
C -0.449 0.792 -0.402
C 0.532 0.046 0.575
C 0.503 0.516 -0.160
C -0.892 0.548 -0.222
C 0.072 0.119 0.337
C -0.492 0.430 0.236
C 0.480 -0.666 -0.057
C 0.867 0.031 -0.184
C 0.655 -0.167 0.375
C -0.370 0.107 -0.739
C 0.650 -0.042 -0.140
C -0.477 0.148 0.734
C -0.009 0.185 -0.262
C 0.799 -0.306 -0.064
C -0.105 -0.156 -0.939
C -0.440 0.114 -0.791
C 0.662 0.008 0.235
C -0.677 -0.344 0.266
C -0.650 0.313 1.042
C -1.071 1.703 0.753
C -0.370 -0.082 -0.127
C 0.639 0.498 -0.057
C -0.809 -0.608 -1.125
C -0.474 0.357 0.110
C -0.527 0.320 -0.027
C 1.203 -1.450 0.409
C 0.105 -0.175 -0.242
C 0.537 0.066 0.599
C -0.592 0.475 0.183
H 0.145 -0.168 -0.007
H -0.047 0.038 0.105
H -0.084 -0.123 -0.056
H -0.100 0.494 0.006
H 0.030 -0.006 0.242
H 0.051 0.192 0.161
H -0.066 -0.076 0.041
H -0.083 -0.089 -0.063
H 0.062 -0.039 0.237
H 0.084 0.056 0.200
H -0.280 0.059 -0.045
H -0.046 0.217 0.180
H -0.019 0.014 0.041
H 0.147 -0.092 -0.131
H 0.021 0.000 0.042
H -0.056 -0.092 0.180
H 0.038 -0.021 -0.025
H -0.055 -0.045 -0.129
H 0.167 -0.224 0.048
H 0.237 -0.019 0.161
H -0.185 0.057 0.195
H 0.182 -0.107 -0.116
H 0.105 -0.045 -0.038
H 0.012 -0.048 -0.007
H -0.374 -0.279 0.009
H 0.235 -0.046 -0.272
H -0.068 0.024 -0.101
H 0.232 0.403 -0.012
H 0.045 -0.080 0.005
H 0.019 -0.025 -0.126
H -0.194 -0.133 -0.068
H 0.126 -0.057 -0.111
H -0.087 0.025 0.116
H 0.002 -0.076 0.231
H 0.044 -0.038 0.093
H -0.035 0.263 -0.007
H 0.122 0.036 0.089
H 0.025 -0.045 0.111
H -0.202 -0.136 0.154
H -0.154 0.045 -0.176
H 0.071 -0.147 0.143
H -0.003 0.093 0.024
H 0.296 -0.006 -0.440
H -0.297 0.375 0.307
H -0.017 -0.160 -0.100
H 0.252 -0.037 0.175
H 0.025 -0.031 0.033
H -0.024 -0.027 0.029
H 0.407 -0.320 -0.068
H 0.276 -0.016 -0.333
H -0.269 0.072 -0.013
H -0.092 0.143 -0.152
H 0.034 -0.025 0.115
H 0.021 0.099 0.032
H 0.013 -0.005 -0.156
H -0.071 0.129 -0.047
H 0.190 0.078 -0.231
H -0.199 0.022 -0.068
H 0.100 0.118 0.360
H 0.162 -0.204 0.024